(1)
This record from OMol25 describes C13H9N2O5PdSe as an isolated structure. The level of theory is ωB97M-V/def2-TZVPD.

```
31
Properties=species:S:1:pos:R:3:mulliken_charge:R:1
O 0.35 1.37 -6.27 -0.221
C 0.42 0.84 -5.20 0.202
Pd -0.12 2.02 -2.20 0.366
O 0.33 -1.04 -1.82 -0.142
C 0.13 -0.03 -2.30 0.082
C -0.26 4.12 -2.25 0.358
O -0.38 5.29 -2.25 -0.237
C -2.14 1.67 -2.83 0.223
O -3.23 1.80 -2.52 -0.161
C 2.00 2.15 -2.40 0.251
O 2.97 2.46 -1.88 -0.174
H -0.05 2.92 -3.53 0.068
C -2.20 -0.55 0.64 -0.929
N -0.83 -0.46 1.07 0.374
C -0.05 0.65 0.94 -0.507
Se -0.56 2.30 0.26 -0.190
N 1.19 0.33 1.47 0.076
C 1.11 -0.96 2.06 0.495
C 2.03 -1.65 2.85 -0.819
C 1.60 -2.89 3.35 -0.456
C 0.32 -3.39 3.07 -0.745
C -0.58 -2.67 2.27 -0.907
C -0.16 -1.45 1.79 1.276
H -2.74 0.35 0.93 0.374
H -2.61 -1.40 1.15 0.296
H -2.28 -0.67 -0.43 0.253
H 1.97 0.98 1.52 0.291
H 3.03 -1.21 3.04 0.376
H 2.27 -3.48 3.98 0.388
H 0.05 -4.35 3.49 0.410
H -1.57 -3.03 2.03 0.328
```

Summary:
LUMO (alpha / beta): -3.56 / -5.29 eV
Energy: -95660.4263 eV
Total charge: +1
2S+1: 3
Expectation value of S²: 2.016
Energy above the lowest of the compared OMol25 structures with the same formula, charge and spin: 34.55 kJ/mol



(2)
This record from OMol25 describes C14H10BCl4O5S2 as an isolated structure. The level of theory is ωB97M-V/def2-TZVPD.

```
36
Properties=species:S:1:pos:R:3:mulliken_charge:R:1
Cl -2.48 -2.81 0.54 -0.342
B -2.35 -1.45 -0.69 0.687
Cl -0.53 -1.14 -1.20 -0.375
Cl -3.27 -1.86 -2.28 -0.333
O -2.83 -0.23 -0.04 -0.302
C -2.86 1.01 -0.55 -0.478
C -1.95 1.95 0.22 0.387
C -1.27 3.01 -0.43 -0.203
C -0.27 3.74 0.23 -0.737
C 0.12 3.43 1.54 0.354
Cl 1.34 4.33 2.34 -0.236
C -0.55 2.38 2.20 -0.716
C -1.52 1.62 1.53 -0.117
H -2.75 1.18 -1.68 0.296
H -1.58 3.25 -1.45 0.396
H 0.21 4.56 -0.28 0.399
H -0.29 2.15 3.22 0.373
H -1.96 0.75 2.03 0.451
C -9.52 2.10 -1.24 -0.497
C -8.58 1.56 -0.36 -0.718
C -7.23 1.68 -0.66 0.294
C -6.83 2.30 -1.83 0.186
C -7.76 2.81 -2.74 -0.752
C -9.11 2.72 -2.42 -0.511
S -5.08 2.13 -2.18 1.381
O -4.98 1.75 -3.57 -0.731
O -4.41 3.27 -1.59 -0.629
C -4.69 0.78 -1.16 -0.619
S -5.81 0.92 0.18 1.404
O -5.22 1.90 1.07 -0.650
O -6.26 -0.40 0.58 -0.710
H -10.58 2.00 -1.03 0.372
H -8.89 1.05 0.55 0.441
H -7.41 3.22 -3.68 0.434
H -9.84 3.10 -3.14 0.372
H -4.86 -0.20 -1.66 0.427
```

Summary:
LUMO: 2.37 eV
Energy: -97357.9531 eV
Total charge: -1



(3)
This record from OMol25 describes C14H10Cl3N2PdS3Sb as an isolated structure. The level of theory is ωB97M-V/def2-TZVPD.

```
34
Properties=species:S:1:pos:R:3:mulliken_charge:R:1
Pd -0.47 -1.80 0.53 -0.157
S -3.28 -5.24 0.55 -0.660
Sb -1.05 -4.81 0.80 0.617
S -0.14 -3.56 -0.99 -0.539
S -0.55 -3.26 2.52 -0.597
N 0.09 -0.04 1.74 -0.579
C 1.45 0.19 1.38 1.186
C 2.46 0.09 2.32 -1.013
C 3.78 0.27 1.95 -0.523
C 4.09 0.57 0.63 -0.711
C 3.07 0.67 -0.31 -0.676
C 1.74 0.46 0.04 0.485
C 0.66 0.48 -0.99 0.805
C 0.68 1.47 -1.97 -0.526
C -0.26 1.47 -2.99 -0.646
C -1.22 0.48 -3.03 -0.670
C -1.26 -0.49 -2.04 -0.053
C -0.33 -0.52 -0.99 -0.218
H -0.04 -0.21 2.73 0.247
H -0.50 0.72 1.43 0.119
H 2.21 -0.16 3.35 0.308
H 4.57 0.16 2.68 0.366
H 5.12 0.69 0.33 0.368
H 3.31 0.85 -1.35 0.461
H 1.45 2.23 -1.94 0.439
H -0.23 2.24 -3.76 0.377
H -1.95 0.46 -3.83 0.383
H -2.00 -1.28 -2.09 0.433
Cl -4.81 1.81 -0.86 -0.125
C -3.64 1.69 0.49 0.731
Cl -4.41 2.34 1.97 -0.133
Cl -2.24 2.58 0.13 -0.068
C -3.34 0.27 0.71 -0.227
N -2.98 -0.81 0.87 -0.201
```

Summary:
LUMO (alpha / beta): 2.08 / 1.80 eV
Energy: -97753.5649 eV
Total charge: -1
2S+1: 2
Expectation value of S²: 0.762
Energy above the lowest of the compared OMol25 structures with the same formula, charge and spin: 8.61 kJ/mol



(4)
This record from OMol25 describes C14H10ClF9OTl as an isolated structure. The level of theory is ωB97M-V/def2-TZVPD.

```
36
Properties=species:S:1:pos:R:3:mulliken_charge:R:1
C -2.30 -0.97 -1.19 -0.648
C -1.71 -1.16 -2.49 -0.861
C -1.50 0.13 -3.05 -0.286
H -1.43 -2.10 -2.92 0.473
C -1.92 1.13 -2.12 -0.738
C -2.40 0.44 -0.95 -0.590
H -2.84 0.88 -0.07 0.554
H -2.61 -1.76 -0.51 0.633
H -1.03 0.33 -4.02 0.486
H -1.84 2.18 -2.23 0.383
Tl -0.02 -0.58 -0.76 1.472
Cl 0.24 -2.72 -0.10 -0.554
C 2.37 0.10 -0.84 -0.509
C 2.01 1.32 -1.44 -0.742
C 1.59 1.06 -2.78 -0.447
H 2.07 2.31 -0.96 0.347
C 1.69 -0.35 -2.99 -0.509
C 2.19 -0.93 -1.81 -0.888
H 2.36 -2.01 -1.63 0.606
H 2.79 -0.05 0.16 0.643
H 1.16 1.78 -3.46 0.411
H 1.34 -0.90 -3.86 0.454
F -0.85 2.36 2.17 -0.253
C -1.08 1.19 2.81 0.546
F -1.17 1.47 4.13 -0.267
F -2.28 0.69 2.36 -0.248
C -0.01 0.09 2.41 0.736
O -0.03 0.40 1.10 -0.744
C 1.47 0.46 2.86 0.523
F 1.58 0.65 4.20 -0.277
F 2.32 -0.53 2.46 -0.241
F 1.85 1.60 2.23 -0.254
C -0.41 -1.34 3.14 0.486
F -0.58 -1.07 4.47 -0.263
F -1.56 -1.81 2.63 -0.215
F 0.54 -2.30 3.03 -0.219
```

Summary:
LUMO: 2.56 eV
Energy: -58400.2350 eV
Total charge: -1
Energy above the lowest of the compared OMol25 structures with the same formula, charge and spin: 15.05 kJ/mol



(5)
This record from OMol25 describes one molecule with the formula C14H10ClFN4O2S. The level of theory is ωB97M-V/def2-TZVPD.

```
33
Properties=species:S:1:pos:R:3:mulliken_charge:R:1
O -3.02 0.01 1.96 -0.643
S -2.23 1.05 1.32 1.455
O -2.81 2.37 1.49 -0.707
N -0.63 1.09 1.96 -0.445
C -0.08 -0.09 2.49 0.341
C -0.46 -0.77 3.59 -0.658
C 0.49 -1.83 3.72 -0.362
N 1.42 -1.78 2.76 -1.387
N 1.07 -0.73 1.96 0.800
C 1.70 -0.36 0.73 0.828
C 2.78 -1.09 0.25 -0.493
C 3.33 -0.80 -1.01 -0.423
C 2.79 0.23 -1.78 -0.579
C 1.74 0.94 -1.22 -0.434
N 1.21 0.69 -0.03 -0.226
C -1.97 0.74 -0.44 -0.220
C -2.06 1.72 -1.46 -0.454
C -1.80 1.40 -2.79 -0.540
C -1.55 0.08 -3.17 0.251
Cl -1.21 -0.30 -4.82 -0.207
C -1.42 -0.86 -2.17 -0.348
C -1.62 -0.57 -0.83 0.384
F -1.42 -1.57 0.04 -0.350
H -0.08 1.44 1.19 0.669
H -1.28 -0.50 4.25 0.407
H 0.49 -2.58 4.53 0.421
H 3.20 -1.93 0.79 0.412
H 4.12 -1.40 -1.44 0.396
H 3.25 0.51 -2.74 0.388
H 1.43 1.83 -1.79 0.399
H -2.37 2.74 -1.24 0.453
H -1.91 2.13 -3.61 0.409
H -1.10 -1.84 -2.47 0.463
```

Summary:
LUMO: -0.07 eV
Energy: -50809.2186 eV
SMILES: O=S(=O)(Nc1ccnn1-c1ccccn1)c1ccc(Cl)cc1F
Energy above the lowest of the compared OMol25 structures with the same formula, charge and spin: 0.00 kJ/mol



(6)
This record from OMol25 describes one molecule with the formula C14H10ClN3O. The level of theory is ωB97M-V/def2-TZVPD.

```
29
Properties=species:S:1:pos:R:3:mulliken_charge:R:1
O 0.13 -3.10 -0.92 -0.454
C 0.06 -2.31 -0.12 0.351
C 0.98 -2.00 1.02 -1.261
N 1.18 -0.70 1.02 0.527
N 0.81 0.10 2.31 -0.252
N 0.89 1.33 2.26 -0.423
C 1.47 1.45 0.77 0.709
C 1.86 2.67 0.31 -0.691
C 2.47 2.60 -1.15 -0.513
C 2.44 1.19 -1.63 -0.317
C 2.15 -0.09 -1.03 -0.757
C 1.56 0.17 0.34 0.566
C -1.09 -1.30 -0.07 1.104
C -1.77 -1.04 1.15 -0.370
C -2.86 -0.30 1.04 0.057
C -3.43 0.31 0.06 -0.365
Cl -4.74 1.71 0.06 -0.217
C -2.91 -0.10 -1.05 0.039
C -1.79 -0.86 -1.35 -0.992
H 0.64 -2.33 1.90 0.550
H 1.80 -2.63 0.81 0.442
H 1.74 3.63 0.85 0.392
H 2.66 3.54 -1.88 0.260
H 2.94 1.22 -2.73 0.161
H 2.21 -1.07 -1.57 0.367
H -1.43 -1.59 1.99 0.376
H -3.44 0.26 2.03 0.090
H -3.16 0.39 -2.14 0.138
H -1.38 -1.15 -2.26 0.484
```

Summary:
LUMO: 0.01 eV
Energy: -33710.5110 eV
SMILES: O=C(Cn1nnc2ccccc21)c1ccc(Cl)cc1
Energy above the lowest of the compared OMol25 structures with the same formula, charge and spin: 912.37 kJ/mol